(1)
# C19H26N2O4

A single C19H26N2O4 molecule (ωB97M-V with the def2-TZVPD basis set, OMol25).

Computed properties:
SMILES: CC(=O)Nc1ccc(C(=O)OCC(=O)NC2CCCCCCC2)cc1
Frontier orbital gap in eV: 9.29
HOMO level in eV: -9.0
E_LUMO in eV: 0.3
Total energy in eV: -31296.95354

The geometry in ORCA input format:
```
! RIJCOSX wB97M-V def2-TZVPD def2/J DEFGRID3
* xyz 0 1
C -8.065 1.535 0.586
C -6.856 1.063 -0.193
O -6.679 1.307 -1.361
N -5.995 0.333 0.587
C -4.791 -0.272 0.239
C -4.266 -0.229 -1.053
C -3.071 -0.859 -1.326
C -2.374 -1.539 -0.328
C -1.103 -2.201 -0.684
O -0.629 -2.227 -1.793
O -0.507 -2.779 0.384
C 0.720 -3.445 0.132
C 1.936 -2.513 0.032
O 3.011 -2.937 -0.330
N 1.700 -1.243 0.392
C 2.686 -0.187 0.266
C 3.030 0.349 1.659
C 3.930 1.588 1.681
C 5.182 1.516 0.799
C 5.039 2.082 -0.623
C 4.573 1.095 -1.700
C 3.063 1.035 -1.947
C 2.192 0.902 -0.697
C -2.898 -1.579 0.963
C -4.093 -0.953 1.240
H -8.711 2.107 -0.072
H -7.756 2.164 1.419
H -8.618 0.682 0.976
H -6.262 0.207 1.555
H -4.800 0.295 -1.827
H -2.654 -0.837 -2.321
H 0.663 -4.006 -0.807
H 0.870 -4.138 0.963
H 0.778 -0.983 0.711
H 3.562 -0.686 -0.154
H 3.519 -0.455 2.214
H 2.100 0.593 2.183
H 3.357 2.477 1.409
H 4.243 1.729 2.718
H 5.960 2.101 1.297
H 5.540 0.487 0.752
H 6.028 2.440 -0.921
H 4.380 2.952 -0.609
H 5.034 1.379 -2.650
H 4.954 0.101 -1.460
H 2.753 1.939 -2.479
H 2.867 0.185 -2.605
H 1.175 0.662 -1.019
H 2.144 1.859 -0.180
H -2.367 -2.107 1.740
H -4.499 -0.990 2.242
*
```

Atomic partial charges in e from the Mulliken method, atoms 1 to 5: -1.32, 0.82, -0.60, -0.19, 1.11

(2)
# C19H26N2O5S

A single C19H26N2O5S molecule in a non-equilibrium geometry (ωB97M-V with the def2-TZVPD basis set, OMol25).

Computed properties:
SMILES: CCCCN(C)C(=O)CS(=O)(=O)Cc1nc(-c2cccc(OC)c2)oc1C
Frontier orbital gap in eV: 8.71
HOMO level in eV: -8.2
E_LUMO in eV: 0.5
Total energy in eV: -44177.67520

The geometry in ORCA input format:
```
! RIJCOSX wB97M-V def2-TZVPD def2/J DEFGRID3
* xyz 0 1
C 0.334 -3.595 0.872
C -0.961 -2.863 1.201
C -2.146 -3.511 0.489
C -3.495 -2.860 0.805
N -3.576 -1.477 0.361
C -3.462 -0.429 1.352
C -3.843 -1.267 -0.941
O -3.931 -2.184 -1.743
C -4.010 0.162 -1.407
S -2.375 0.966 -1.662
O -2.462 1.796 -2.835
O -2.021 1.634 -0.437
C -1.139 -0.350 -2.008
C 0.131 0.166 -1.472
N 0.600 -0.200 -0.243
C 1.664 0.525 -0.042
C 2.512 0.501 1.128
C 2.148 -0.274 2.226
C 2.964 -0.294 3.342
C 4.127 0.450 3.375
C 4.495 1.236 2.279
O 5.655 1.933 2.414
C 6.073 2.756 1.351
C 3.684 1.258 1.153
O 1.929 1.357 -1.075
C 0.948 1.142 -1.981
C 0.908 1.915 -3.245
H 0.527 -3.555 -0.197
H 1.176 -3.136 1.383
H 0.274 -4.640 1.172
H -1.128 -2.892 2.281
H -0.858 -1.820 0.897
H -2.210 -4.562 0.781
H -1.993 -3.481 -0.591
H -4.278 -3.422 0.285
H -3.691 -2.888 1.877
H -4.451 -0.094 1.681
H -2.900 0.421 0.969
H -2.928 -0.822 2.213
H -4.553 0.794 -0.711
H -4.484 0.160 -2.385
H -1.441 -1.254 -1.492
H -1.138 -0.481 -3.085
H 1.232 -0.838 2.183
H 2.692 -0.892 4.198
H 4.773 0.445 4.238
H 7.003 3.214 1.683
H 6.260 2.175 0.443
H 5.339 3.539 1.138
H 3.934 1.850 0.288
H 1.275 1.315 -4.078
H -0.118 2.211 -3.455
H 1.531 2.800 -3.150
*
```

Atomic partial charges in e from the Mulliken method, atoms 1 to 5: -1.42, 0.34, -0.77, -1.24, 0.25

(3)
# C19H26N2O7

A molecular structure, C19H26N2O7 in a non-equilibrium geometry (ωB97M-V with the def2-TZVPD basis set, OMol25).

Computed properties:
Frontier orbital gap in eV: 8.24
HOMO level in eV: -8.6
E_LUMO in eV: -0.3
Total energy in eV: -37425.43404

The geometry in ORCA input format:
```
! RIJCOSX wB97M-V def2-TZVPD def2/J DEFGRID3
* xyz 0 1
C -3.360 -3.083 -1.708
C -1.802 -2.839 -1.441
H -1.409 -1.867 -2.003
H -1.289 -3.740 -1.709
O -1.868 -2.760 -0.191
C -0.759 -2.270 0.548
C 0.421 -2.275 0.013
C 1.644 -1.691 0.387
C 1.524 -1.279 1.741
C 0.398 -1.369 2.482
C -0.841 -1.561 1.858
O -2.080 -1.671 2.374
H -2.613 -2.291 1.740
H 0.292 -0.900 3.549
H 2.428 -0.937 2.231
C 2.823 -1.649 -0.179
O 2.867 -1.639 -1.458
C 4.209 -1.763 0.466
H 4.698 -2.633 0.211
C 5.209 -0.724 -0.181
C 4.762 0.672 -0.343
O 5.353 1.703 -0.462
O 3.557 0.920 0.293
C 2.945 2.161 0.467
C 1.485 2.173 0.092
O 0.918 2.679 1.111
N 0.977 0.966 -0.580
C -0.363 0.961 -0.805
O -0.779 0.103 -1.631
N -1.193 1.178 0.257
H -0.845 1.937 0.856
C -2.687 0.999 -0.007
H -2.957 0.604 1.076
H -2.870 0.209 -0.729
C -3.449 2.274 -0.103
C -2.922 3.210 -1.365
H -3.025 2.326 -2.412
H -3.572 3.906 -1.343
H -1.943 3.364 -1.310
C -3.357 3.415 1.175
H -3.465 2.726 2.166
H -2.344 3.675 1.415
H -3.950 4.133 0.972
H -4.526 1.940 -0.167
H 1.487 0.717 -1.278
H 3.488 2.627 -0.593
H 3.432 2.517 1.240
H 5.449 -1.180 -1.319
H 6.263 -0.756 0.034
H 4.037 -1.425 1.496
H 0.627 -2.385 -1.237
H -3.471 -3.240 -2.908
H -3.827 -2.151 -1.649
H -3.726 -4.021 -1.140
*
```

Atomic partial charges in e from the Mulliken method, atoms 1 to 5: -1.27, -0.15, 0.18, 0.48, -0.42

(4)
# C19H26N4O3

A single C19H26N4O3 molecule (ωB97M-V with the def2-TZVPD basis set, OMol25).

Computed properties:
SMILES: COc1ccc(N[C@H]2CCCN(C(=O)CCC3=NNC(=O)CC3)C2)cc1
Frontier orbital gap in eV: 8.25
HOMO level in eV: -7.7
E_LUMO in eV: 0.6
Total energy in eV: -32228.21887

The geometry in ORCA input format:
```
! RIJCOSX wB97M-V def2-TZVPD def2/J DEFGRID3
* xyz 0 1
C -4.606 -4.207 0.706
O -4.464 -3.333 -0.385
C -3.982 -2.075 -0.148
C -3.607 -1.581 1.096
C -3.120 -0.292 1.210
C -2.998 0.547 0.103
N -2.555 1.848 0.288
C -1.911 2.602 -0.760
C -1.659 4.039 -0.293
C -0.549 4.108 0.756
C 0.701 3.389 0.253
N 0.385 2.024 -0.125
C 0.766 1.013 0.694
O 1.407 1.231 1.708
C 0.432 -0.408 0.275
C 1.307 -0.892 -0.896
C 2.743 -1.007 -0.487
N 3.189 -2.169 -0.229
N 4.482 -2.306 0.170
C 5.483 -1.398 0.012
O 6.618 -1.640 0.355
C 5.044 -0.124 -0.686
C 3.596 0.223 -0.347
C -0.572 1.957 -1.201
C -3.384 0.042 -1.142
C -3.866 -1.244 -1.260
H -5.004 -5.133 0.292
H -5.307 -3.814 1.450
H -3.643 -4.411 1.187
H -3.680 -2.187 1.984
H -2.825 0.075 2.184
H -2.135 1.988 1.197
H -2.584 2.625 -1.624
H -2.585 4.451 0.111
H -1.371 4.638 -1.160
H -0.309 5.150 0.972
H -0.874 3.644 1.689
H 1.463 3.350 1.033
H 1.105 3.905 -0.625
H 0.630 -1.044 1.140
H -0.622 -0.511 0.017
H 1.223 -0.205 -1.741
H 0.958 -1.879 -1.202
H 4.715 -3.229 0.515
H 5.148 -0.305 -1.762
H 5.726 0.681 -0.415
H 3.526 0.563 0.692
H 3.232 1.030 -0.985
H -0.753 0.928 -1.504
H -0.173 2.509 -2.060
H -3.318 0.655 -2.027
H -4.162 -1.631 -2.222
*
```

Atomic partial charges in e from the Mulliken method, atoms 1 to 5: -0.85, -0.46, 0.79, -0.67, -0.49

(5)
# C19H26N4O3

A single C19H26N4O3 molecule (ωB97M-V with the def2-TZVPD basis set, OMol25).

Computed properties:
SMILES: COc1ccc(N[C@H]2CCCN(C(=O)CCC3=NNC(=O)CC3)C2)cc1
Frontier orbital gap in eV: 8.28
HOMO level in eV: -7.6
E_LUMO in eV: 0.7
Total energy in eV: -32228.38405

The geometry in ORCA input format:
```
! RIJCOSX wB97M-V def2-TZVPD def2/J DEFGRID3
* xyz 0 1
C 1.876 -2.314 4.511
O 2.529 -2.325 3.261
C 2.153 -1.405 2.326
C 2.813 -1.474 1.097
C 2.497 -0.602 0.079
C 1.504 0.370 0.242
N 1.162 1.171 -0.834
C 0.474 2.434 -0.686
C 1.061 3.500 -1.616
C 0.692 3.232 -3.073
C -0.824 3.125 -3.201
N -1.315 2.056 -2.355
C -1.987 1.026 -2.924
O -2.183 0.983 -4.125
C -2.466 -0.087 -2.009
C -1.303 -1.015 -1.627
C -1.347 -1.507 -0.214
N -1.987 -0.832 0.654
N -1.941 -1.215 1.961
C -1.448 -2.378 2.455
O -1.369 -2.573 3.650
C -1.092 -3.393 1.390
C -0.532 -2.719 0.138
C -1.040 2.259 -0.954
C 0.854 0.434 1.471
C 1.178 -0.433 2.502
H 0.800 -2.482 4.410
H 2.052 -1.373 5.044
H 2.317 -3.133 5.077
H 3.576 -2.225 0.964
H 3.020 -0.671 -0.864
H 1.815 1.129 -1.602
H 0.587 2.781 0.350
H 2.146 3.534 -1.493
H 0.662 4.473 -1.322
H 1.061 4.038 -3.707
H 1.141 2.299 -3.417
H -1.119 2.895 -4.225
H -1.292 4.070 -2.896
H -2.934 0.312 -1.111
H -3.219 -0.648 -2.564
H -0.354 -0.478 -1.733
H -1.262 -1.865 -2.309
H -2.305 -0.525 2.606
H -2.017 -3.927 1.150
H -0.387 -4.113 1.806
H 0.496 -2.389 0.320
H -0.510 -3.426 -0.692
H -1.400 1.418 -0.366
H -1.556 3.172 -0.624
H 0.074 1.161 1.639
H 0.650 -0.346 3.438
*
```

Atomic partial charges in e from the Mulliken method, atoms 1 to 5: -0.68, -0.49, 0.62, -0.81, -0.51

(6)
# C19H26N4O4S

A single C19H26N4O4S molecule (ωB97M-V with the def2-TZVPD basis set, OMol25).

Computed properties:
SMILES: CCOc1ccc(NC(=O)[C@H]2CCCN(S(=O)(=O)c3c(C)n[nH]c3C)C2)cc1
Frontier orbital gap in eV: 9.17
HOMO level in eV: -8.6
E_LUMO in eV: 0.6
Total energy in eV: -45110.93601

The geometry in ORCA input format:
```
! RIJCOSX wB97M-V def2-TZVPD def2/J DEFGRID3
* xyz 0 1
C 0.550 3.900 -1.102
C -0.736 4.541 -0.589
O -1.327 3.807 0.469
C -1.980 2.648 0.201
C -2.314 2.178 -1.065
C -2.962 0.965 -1.204
C -3.275 0.192 -0.094
N -3.844 -1.098 -0.257
C -3.206 -2.288 -0.113
O -3.772 -3.333 -0.354
C -1.754 -2.203 0.337
C -1.217 -3.559 0.797
C 0.259 -3.435 1.170
C 1.062 -2.829 0.019
N 0.468 -1.564 -0.346
S 1.439 -0.555 -1.264
O 0.635 0.593 -1.594
O 2.072 -1.258 -2.345
C 2.631 -0.086 -0.058
C 4.027 -0.305 0.007
C 4.876 -1.013 -0.982
N 4.506 0.225 1.117
N 3.465 0.771 1.758
C 2.305 0.613 1.091
C 0.990 1.095 1.565
C -0.885 -1.714 -0.827
C -2.993 0.685 1.175
C -2.357 1.899 1.320
H 1.299 3.889 -0.314
H 0.934 4.476 -1.940
H 0.383 2.874 -1.426
H -1.454 4.686 -1.405
H -0.521 5.518 -0.148
H -2.056 2.729 -1.954
H -3.205 0.601 -2.192
H -4.760 -1.154 -0.683
H -1.666 -1.478 1.149
H -1.794 -3.918 1.651
H -1.344 -4.280 -0.013
H 0.668 -4.414 1.421
H 0.358 -2.787 2.043
H 2.095 -2.637 0.320
H 1.075 -3.514 -0.841
H 5.667 -0.354 -1.334
H 4.263 -1.332 -1.820
H 5.347 -1.879 -0.520
H 3.616 1.241 2.637
H 0.303 1.114 0.724
H 0.589 0.425 2.325
H 1.069 2.092 1.993
H -1.197 -0.736 -1.191
H -0.935 -2.437 -1.656
H -3.271 0.110 2.046
H -2.126 2.291 2.298
*
```

Atomic partial charges in e from the Mulliken method, atoms 1 to 5: -0.46, -0.53, -0.48, 0.43, -0.42

(7)
# C19H26N4O4S2

A single C19H26N4O4S2 molecule in a non-equilibrium geometry (ωB97M-V with the def2-TZVPD basis set, OMol25).

Computed properties:
SMILES: CCN(CC(=O)Nc1sc2c(c1C#N)CCCC2)CC(=O)N[C@@H]1CCS(=O)(=O)C1
Frontier orbital gap in eV: 8.63
HOMO level in eV: -8.0
E_LUMO in eV: 0.6
Total energy in eV: -55946.69735

The geometry in ORCA input format:
```
! RIJCOSX wB97M-V def2-TZVPD def2/J DEFGRID3
* xyz 0 1
C -0.962 -1.591 -1.965
C -0.949 -3.082 -1.607
N -1.086 -3.406 -0.206
C 0.110 -3.739 0.536
C 1.322 -2.860 0.246
O 2.321 -3.261 -0.322
N 1.202 -1.569 0.648
C 2.175 -0.643 0.374
S 3.682 -1.122 -0.315
C 4.229 0.538 -0.300
C 3.298 1.393 0.190
C 2.095 0.721 0.577
C 0.945 1.367 1.032
N -0.014 1.912 1.360
C 3.515 2.870 0.287
C 5.004 3.192 0.160
C 5.611 2.449 -1.028
C 5.581 0.939 -0.780
C -2.233 -2.884 0.491
C -2.079 -1.465 1.049
O -1.191 -1.171 1.839
N -2.989 -0.573 0.632
C -2.916 0.835 0.970
C -4.162 1.282 1.757
C -5.357 1.300 0.817
S -4.616 1.405 -0.856
O -5.141 2.509 -1.604
O -4.697 0.095 -1.464
C -2.899 1.655 -0.305
H -1.960 -1.172 -1.849
H -0.269 -1.029 -1.344
H -0.666 -1.470 -3.004
H -0.012 -3.529 -1.946
H -1.769 -3.572 -2.149
H -0.109 -3.688 1.604
H 0.407 -4.767 0.284
H 0.377 -1.285 1.189
H 3.119 3.244 1.234
H 2.958 3.366 -0.515
H 5.137 4.268 0.039
H 5.520 2.889 1.073
H 6.639 2.773 -1.191
H 5.036 2.680 -1.927
H 5.834 0.393 -1.691
H 6.328 0.673 -0.024
H -3.086 -2.926 -0.190
H -2.440 -3.540 1.346
H -3.661 -0.810 -0.091
H -2.005 0.982 1.563
H -4.324 0.609 2.599
H -3.971 2.279 2.153
H -6.004 2.160 0.949
H -5.940 0.385 0.847
H -2.211 1.279 -1.054
H -2.727 2.710 -0.119
*
```

Atomic partial charges in e from the Mulliken method, atoms 1 to 5: -0.58, -0.84, 0.24, -0.87, 0.71

(8)
# C19H26N4OS

A molecular structure, C19H26N4OS in a non-equilibrium geometry (ωB97M-V with the def2-TZVPD basis set, OMol25).

Computed properties:
Frontier orbital gap in eV: 6.59
HOMO level in eV: -7.2
E_LUMO in eV: -0.6
Total energy in eV: -38953.09841

The geometry in ORCA input format:
```
! RIJCOSX wB97M-V def2-TZVPD def2/J DEFGRID3
* xyz 0 1
C -2.704 4.295 -2.155
C -2.729 5.277 -1.001
H -3.762 5.167 -0.426
C -1.552 4.848 -0.053
N -1.620 3.504 0.258
C -2.362 3.091 1.486
N -2.379 1.780 1.872
C -1.939 0.624 1.239
C -0.576 0.676 0.936
C 0.167 -0.322 0.501
C -0.641 -1.743 0.526
N -0.014 -2.889 -0.066
C 1.402 -2.639 -0.550
N 1.803 -3.883 -0.784
C 0.991 -5.096 -0.969
H 0.111 -4.793 -0.766
H 1.398 -5.536 -1.792
C 1.456 -5.898 0.429
O 2.575 -6.191 0.459
C 3.568 -5.089 0.567
H 4.546 -5.463 0.387
C 3.324 -4.328 -0.632
H 3.839 -3.370 -0.684
H 3.581 -4.846 -1.529
H 3.076 -4.582 1.229
H 0.766 -6.793 0.384
H 1.197 -5.250 1.190
C 1.950 -1.559 -0.221
C 1.650 -0.391 0.225
C 2.377 0.969 0.273
H 1.769 1.634 -0.375
H 3.318 0.697 -0.229
H 2.327 1.291 1.297
H 3.228 -1.481 -0.678
C -1.825 -1.674 0.748
C -2.691 -0.603 1.374
H -3.686 -0.626 1.378
H -2.274 -2.582 0.938
H -0.014 1.645 1.192
H -3.337 1.438 2.598
S -3.249 4.325 2.473
H -1.234 2.594 0.084
C -0.052 4.901 -0.615
H 0.115 5.994 -1.049
H 0.580 4.659 0.117
H -0.009 4.425 -1.459
H -1.582 5.575 0.837
H -2.469 6.360 -1.355
H -3.004 3.159 -1.980
H -1.777 4.174 -2.753
H -3.630 4.521 -2.874
*
```

Atomic partial charges in e from the Mulliken method, atoms 1 to 5: -1.00, -0.17, 0.21, -0.22, -0.06